The following is a quantum chemistry calculation of a 9-piece molecular cluster, C59H141N8O10 overall in a non-equilibrium geometry, from OMol25.

As for the total charge: +6. The HOMO energy (spin up / spin down) comes out at -17.55 / -18.43 eV. As for the multiplicity: 2.

CARTESIAN COORDINATES (ANGSTROEM)
O 0.9539 0.4762 -0.3436
O -1.1673 -5.2836 -1.8614
O -2.6123 4.0444 6.2927
O -0.9593 -0.5867 -0.6086
O 2.2420 -0.4455 -2.4278
O -0.8235 -1.3923 -3.0824
O -6.4320 2.8647 0.3133
O 4.3650 -1.9232 -0.0821
O 0.8042 4.7485 -1.6111
O -2.7999 -2.6249 3.5825
N 6.2148 -2.7781 -2.4291
N -4.9836 -4.5276 2.9497
N 1.7080 2.0375 -4.4614
N -1.2968 3.5641 6.1465
N -5.3044 2.8761 -0.5310
N -1.1741 -2.9454 -5.6358
N 2.0025 4.6236 1.2705
N 0.0929 -4.6637 1.0885
C 1.2214 -5.2896 0.1781
C 1.1023 3.5477 0.4882
C 1.6490 -4.0217 3.1729
C -4.9846 4.1532 -1.1795
C -1.9517 1.3071 5.2463
C -3.8460 -5.4988 3.2372
C 0.1189 4.0358 -0.5712
C -4.7990 1.5454 -0.9954
C -5.5915 -4.1108 4.3089
C 0.6699 0.9038 -4.6632
C 5.7917 -2.1865 -0.0144
C 2.9784 0.7601 -2.6461
C -0.2035 4.6397 8.1986
C 2.5773 3.7966 2.5222
C 4.7515 -3.1068 -2.8532
C 3.1573 5.1417 0.2812
C -5.3325 5.2430 -0.1503
C -1.8679 -4.7501 -0.7450
C -1.0037 -3.9068 0.2164
C -3.1713 2.8951 -2.3861
C -3.4966 4.1915 -1.6290
C -0.5423 5.9019 5.9521
C 2.3005 -4.3567 -0.4388
C 0.9342 3.3358 -4.7550
C 0.6375 -3.5519 2.1004
C -3.3072 1.7074 -1.4261
C -0.1621 0.0789 0.0966
C 4.1715 6.1261 0.8863
C -1.2159 1.5811 7.5368
C -0.2049 4.5444 6.6485
C -2.1597 -2.8483 -4.4913
C 4.0680 -0.6962 0.6478
C 7.9041 -0.8713 -2.3891
C 0.2910 -3.3514 -5.1938
C -1.0075 2.0530 6.1992
C 4.4653 -3.1314 -4.4088
C 2.1428 1.9849 -3.0063
C -0.5628 0.2531 1.5675
C 0.3959 1.7168 5.7310
C 6.5496 -1.2881 -2.8063
C -6.1380 -5.2576 2.2261
C -2.0796 -1.5864 -3.6015
C 2.8122 1.7861 -5.4914
C -4.5940 -3.3567 2.0125
C -1.5855 -4.1166 -6.5128
C -5.9163 4.3727 -2.4460
C -4.7311 0.5386 0.1699
C -1.8515 -6.3465 -2.5475
C -5.6759 0.8835 -2.1297
C 7.1697 -3.6883 -3.3367
C 1.4722 2.6193 6.3628
C -1.0984 -1.7053 -6.5640
C 1.1239 4.0632 6.1323
C -3.7954 -2.1571 2.6733
C 6.3995 -3.2563 -0.9266
C -0.6475 -5.7510 1.9451
C 3.3908 2.5159 2.0877
C 1.2343 5.7582 1.9457
C 0.3260 6.0365 -1.9294
H -3.0223 -5.1091 3.8354
H 2.5126 -4.5884 2.8246
H 0.7151 6.2829 1.1436
H 1.2275 2.1758 -2.4461
H -4.6025 -1.5792 3.1234
H 3.6818 4.2301 -0.0051
H 3.8735 0.5376 -3.2271
H -4.4636 -0.4720 -0.1386
H 3.7761 1.8960 2.8972
H -6.0475 -3.1430 4.1005
H -0.0334 0.9435 -3.8313
H -1.8419 -4.9862 -5.9077
H 4.2961 2.8168 1.5605
H 2.8307 -3.8758 0.3832
H 0.5973 -2.7315 -4.3512
H 0.0225 3.2330 -4.1665
H 0.6188 3.3050 -5.7979
H 0.6372 2.9303 1.2567
H 2.0032 -3.5776 -1.1407
H -1.4439 -5.1832 2.4262
H 2.4164 2.6073 5.8183
H 3.4181 -3.3451 -4.6230
H 2.8164 5.6111 -0.6417
H -0.7259 2.0520 8.3890
H 0.7451 -5.9665 -0.5311
H 5.0494 6.3080 0.2663
H -1.8491 0.2232 5.2985
H 2.0329 6.3803 2.3497
H 1.8496 4.7540 6.5616
H -2.8510 0.8348 -1.8935
H -0.5508 4.7156 -0.0444
H 1.6783 3.4937 3.0590
H 5.9990 -4.2394 -0.6791
H 3.0528 -4.9184 -0.9926
H -1.2269 -6.6425 -3.3903
H 0.3636 -4.3849 -4.8552
H -1.6348 1.4390 4.2118
H 8.6323 -1.3547 -3.0405
H -3.2772 5.1380 -2.1229
H -5.8260 5.4092 -2.7710
H 5.0699 -3.7315 -5.0888
H -3.9118 0.8032 0.8384
H 4.5370 -4.1051 -2.4717
H 6.7664 -4.6989 -3.4010
H -3.3972 -1.4939 1.9054
H -3.5941 2.7474 -3.3799
H 1.6202 -0.2005 -1.7386
H 0.6431 6.3873 -2.9115
H -0.5441 -3.0948 -0.3472
H -6.9102 -4.5019 2.0825
H -1.9555 -3.6840 -3.8220
H -4.7916 -3.9294 5.0267
H 1.1838 -4.6668 3.9183
H -0.7880 -0.7308 1.9791
H -6.2098 -4.9464 4.6371
H 1.7017 -6.0654 0.7743
H 3.4312 0.9427 -1.6716
H 4.2807 -0.7329 1.7162
H -0.7728 -4.4195 -7.1730
H -1.0508 0.5177 7.7097
H -6.4036 -6.1069 2.8556
H 0.5430 6.8048 -1.1872
H -0.4306 3.1744 -0.9510
H 0.5679 5.3735 2.7177
H 8.1522 -3.5361 -2.8900
H -6.9896 4.3654 -2.2560
H 3.6676 7.0830 1.0220
H -1.6739 -3.4189 0.9241
H 7.4495 -3.2411 -0.6345
H -4.9104 6.1641 -0.5521
H -2.3566 -0.7298 -4.2160
H -1.4822 0.8120 1.7416
H -3.0317 -2.2920 4.4526
H 1.9502 -3.1504 3.7544
H 5.7722 -0.5742 -2.5342
H 1.5786 4.1566 -4.4402
H 0.2014 1.2289 -5.5922
H -3.1762 -3.0451 -4.8321
H 8.0265 -0.9677 -1.3103
H 4.6300 -2.0706 -4.5971
H 4.0129 -2.4972 -2.3327
H -5.6689 3.6623 -3.2349
H -1.0254 -6.4846 1.2329
H -0.1799 -2.9836 2.5444
H -0.8355 -1.0631 -2.1807
H 0.3732 5.5020 8.5329
H -2.8213 4.1401 -0.7749
H -2.5793 1.7863 -0.6185
H -2.2887 1.6708 7.7080
H -2.4323 -3.9067 -7.1663
H 1.2640 -2.8820 1.5114
H -4.0998 -3.8623 1.1829
H -2.2693 -5.4992 -0.0625
H 0.0615 6.7362 6.3090
H -0.3779 -1.8746 -7.3642
H -4.8420 5.1760 0.8208
H 6.0748 -2.4102 1.0141
H -5.8382 1.7181 -2.8117
H -2.0645 -7.2435 -1.9661
H 0.3435 3.8722 8.7462
H -2.1291 3.0218 -2.6791
H 6.3697 -1.2665 -0.1020
H 6.5797 -1.1556 -3.8878
H 0.2194 0.6657 2.2047
H 3.1127 4.4233 3.2354
H -5.6738 0.4914 0.7152
H 0.5703 1.8742 4.6666
H -2.0486 -1.3215 -6.9354
H 0.0220 -6.1900 2.6848
H -1.6016 6.1585 5.9469
H 4.5550 0.1705 0.2007
H 2.8379 2.7852 -2.7526
H 1.2027 4.2859 5.0683
H -2.9998 1.5922 5.3373
H 2.3198 2.0839 -6.4171
H -1.2359 4.6933 8.5439
H -0.3095 5.7210 4.9027
H 0.8797 -3.0903 -6.0732
H -3.5882 -5.8289 2.2309
H 2.8906 1.8546 1.3802
H 1.1160 -0.0896 -4.7108
H 3.1097 0.7375 -5.4984
H 3.5761 2.5083 -5.2032
H -0.7479 6.0847 -2.1099
H 4.5640 5.9198 1.8820
H 1.5668 2.4025 7.4269
H -6.6355 0.4360 -1.8709
H -4.3171 -6.3365 3.7514
H 7.1608 -3.2556 -4.3371
H -5.6768 -5.5884 1.2955
H 1.8285 2.9671 -0.0806
H -0.7881 -0.9014 -5.8965
H -6.3890 5.4848 -0.0342
H -2.7492 -5.9636 -3.0329
H 0.7013 0.6735 5.8107
H -2.7749 -1.8087 -2.7921
H 2.9823 -0.6196 0.5878
H -2.6810 -4.0766 -1.0157
H 8.0995 0.1586 -2.6879
H -5.5446 -2.8971 1.7421
H -5.1354 0.0985 -2.6584